{
  "formula": "C4H14NO2",
  "method": "the ωB97M-V functional and the def2-TZVPD basis",
  "symbols": ["O", "C", "C", "N", "C", "C", "H", "H", "H", "H", "H", "H", "H", "H", "H", "H", "H", "H", "H", "H", "O"],
  "coordinates": [[-2.139813, 0.186301, -1.685243], [-1.809546, 1.568815, -1.757413], [-0.495621, 1.701830, -1.046293], [-0.601211, 1.011380, 0.288594], [0.636525, 0.259915, 0.728941], [0.836527, -1.003139, -0.056387], [-2.688951, -0.109690, -2.433221], [-1.700579, 1.926603, -2.774845], [-2.602374, 2.137022, -1.275844], [0.345139, 1.271227, -1.564686], [-0.264268, 2.738828, -0.855880], [-1.400746, 0.369217, 0.203629], [-0.836533, 1.654635, 1.045338], [1.466930, 0.932323, 0.557005], [0.495279, 0.038875, 1.773581], [1.729341, -1.486390, 0.309630], [0.062498, -1.756858, 0.064883], [0.954592, -0.832126, -1.124374], [3.123943, -4.065471, 2.871294], [2.394883, -3.215131, 3.843108], [2.493977, -3.328162, 2.888173]],
  "forces_ev_per_angstrom": [[-0.2, -0.3, -0.5], [-0.3, -0.6, -0.3], [0.0, 0.5, 0.8], [-0.2, -0.2, 0.3], [-0.4, -0.2, -0.6], [0.0, -0.5, -0.3], [0.3, 0.3, 0.5], [0.0, 0.0, -0.2], [0.0, 0.3, 0.1], [0.0, -0.3, -0.3], [0.1, 0.3, 0.0], [0.2, -0.2, 0.0], [-0.1, 0.2, -0.3], [0.2, 0.2, 0.3], [0.1, 0.1, 0.4], [0.4, 0.0, 0.1], [-0.4, 0.2, 0.2], [0.1, 0.1, 0.0], [-0.2, 0.2, -0.4], [-0.2, 0.2, -0.1], [0.3, -0.4, 0.5]],
  "lowdin_charge": [-0.06, -0.21, -0.10, 0.05, -0.16, -0.06, 0.13, 0.14, 0.13, 0.13, 0.14, 0.16, 0.18, 0.13, 0.13, 0.09, 0.09, 0.08, 0.04, 0.04, -0.07],
  "homo_ev": -14.0,
  "de_lowest_kj_mol": 103.85,
  "orbital_gap_ev": 11.0942,
  "total_charge": 1
}

{
  "formula": "C4H14NO2",
  "method": "the ωB97M-V functional and the def2-TZVPD basis",
  "symbols": ["C", "C", "C", "C", "N", "H", "H", "H", "H", "H", "H", "H", "H", "H", "H", "H", "H", "O", "H", "H", "O"],
  "coordinates": [[0.245993, 1.730747, 1.041882], [-0.291163, 1.542204, -0.346490], [-1.027221, 0.221549, -0.616574], [-0.387375, -2.101925, -0.595999], [-0.051124, -0.887727, -0.630928], [0.607113, 2.739056, 1.121025], [1.081506, 1.085443, 1.336653], [-0.502688, 1.525960, 1.785579], [0.489356, 1.589755, -1.121131], [-0.967491, 2.314402, -0.708124], [-1.483531, 0.212653, -1.600453], [-1.684783, 0.085724, 0.242019], [-1.390703, -2.504926, -0.498031], [0.350756, -2.888487, -0.715454], [0.933998, -0.637631, -0.603569], [5.516035, 0.723623, -0.658672], [4.725937, 1.004223, 0.589709], [4.611140, 0.862521, -0.357995], [-3.832860, -1.535664, 0.443237], [-3.571269, -2.702535, 1.389491], [-3.371626, -2.378963, 0.503825]],
  "forces_ev_per_angstrom": [[0.3, -0.3, 0.1], [0.1, -0.7, -2.0], [0.8, 0.9, 0.9], [0.4, -1.7, -0.4], [-0.5, 0.0, 0.6], [0.1, 0.5, 0.3], [0.0, -0.1, -0.5], [-0.6, 0.3, 0.4], [0.3, 0.1, 0.3], [-0.2, 0.3, 0.6], [-0.4, 0.1, 0.1], [-0.4, -0.5, -0.5], [-0.5, 0.9, 0.0], [0.4, 0.3, 0.3], [0.1, 0.0, -0.3], [-0.1, 0.0, -0.2], [-0.1, 0.0, -0.1], [0.1, -0.1, 0.3], [-0.2, -0.1, 0.0], [-0.1, -0.1, 0.0], [0.2, 0.2, 0.1]],
  "lowdin_charge": [-0.09, -0.24, -0.13, 0.18, 0.07, 0.08, 0.08, 0.08, 0.12, 0.12, 0.14, 0.13, 0.10, 0.13, 0.18, 0.04, 0.03, -0.07, 0.05, 0.06, -0.05],
  "homo_ev": -14.3,
  "de_lowest_kj_mol": 171.17,
  "orbital_gap_ev": 9.6061,
  "total_charge": 1
}

{
  "formula": "C4H14NO2",
  "method": "the ωB97M-V functional and the def2-TZVPD basis",
  "symbols": ["C", "N", "C", "C", "C", "H", "H", "H", "H", "H", "H", "H", "H", "H", "H", "H", "H", "O", "H", "H", "O"],
  "coordinates": [[-0.632055, -1.165038, -1.351002], [0.573384, -0.341255, -1.105950], [0.119066, 1.082022, -0.683728], [-1.265319, 0.805141, -0.047426], [-1.845620, -0.283028, -1.019082], [-0.581880, -1.599089, -2.368043], [-0.700461, -2.049967, -0.739493], [1.260250, -0.315308, -1.863809], [1.149462, -0.676015, -0.316324], [0.029237, 1.801499, -1.489802], [0.829710, 1.231224, 0.148801], [-1.121367, 0.243901, 0.918683], [-1.886440, 1.734163, 0.039849], [-2.031829, 0.232485, -1.972524], [-2.700860, -0.563722, -0.440644], [0.943153, 2.121930, 3.520348], [0.411966, 1.543960, 2.190391], [1.023429, 2.179818, 2.563374], [2.326195, -1.650027, 2.007481], [2.322549, -2.501434, 0.783629], [1.777430, -1.831259, 1.225272]],
  "forces_ev_per_angstrom": [[-1.4, -1.6, -0.3], [0.6, 1.1, 0.3], [-0.2, -1.2, 2.3], [0.8, -0.8, -0.6], [1.4, 2.7, -0.6], [-0.3, 0.8, 0.3], [0.8, -0.2, 0.7], [-0.5, 0.0, -0.3], [-0.5, -0.4, 0.2], [0.6, -0.1, -0.1], [0.0, 1.3, -1.0], [-0.2, 1.0, -0.5], [0.6, -1.0, 0.1], [-1.0, -0.1, 0.4], [-0.6, -1.5, -0.7], [-0.1, -0.1, 0.0], [-0.3, -0.1, 0.3], [0.3, 0.1, -0.3], [-0.4, 0.2, -0.1], [-0.3, 0.0, 0.0], [0.7, -0.1, -0.1]],
  "lowdin_charge": [-0.13, 0.06, -0.07, -0.15, -0.14, 0.14, 0.12, 0.19, 0.12, 0.14, 0.11, 0.13, 0.15, 0.12, 0.12, 0.05, -0.01, -0.04, 0.07, 0.07, -0.05],
  "homo_ev": -14.7,
  "de_lowest_kj_mol": 141.61,
  "orbital_gap_ev": 11.5815,
  "total_charge": 1
}

{
  "formula": "C4H14NO2S",
  "method": "the ωB97M-V functional and the def2-TZVPD basis",
  "symbols": ["C", "C", "S", "C", "N", "C", "H", "H", "H", "H", "H", "H", "H", "H", "H", "H", "H", "H", "O", "H", "H", "O"],
  "coordinates": [[0.644775, 1.361710, 0.032805], [-0.675039, 2.034123, 0.398568], [-2.032189, 1.466348, -0.673728], [0.760823, 0.043685, 0.804725], [2.027446, -0.651433, 0.515202], [2.090529, -1.441992, -0.720053], [0.837685, 0.985495, -0.993363], [1.442823, 2.084678, 0.285818], [-0.802868, 3.115433, 0.380969], [-0.735347, 1.722090, 1.476876], [0.850313, 0.237041, 1.880022], [-0.064270, -0.622706, 0.547434], [2.186002, -1.278803, 1.292590], [2.399768, -0.789968, -1.541898], [1.083965, -1.843292, -0.880883], [2.863810, -2.213606, -0.595845], [-2.837404, 0.130851, 2.103263], [-2.569036, -0.025516, 0.589251], [-2.812597, -0.556673, 1.430377], [-1.191180, -0.597983, -2.423081], [-2.055543, -1.637892, -1.604646], [-1.412467, -1.521589, -2.304402]],
  "forces_ev_per_angstrom": [[0.8, 0.0, -0.1], [-0.6, -1.0, 0.1], [-0.4, -0.1, -0.2], [1.4, 0.2, 0.0], [0.8, -0.1, 0.4], [-0.3, 0.7, 0.7], [-0.7, 1.1, 0.0], [0.2, -0.7, 0.1], [1.0, 0.1, -0.1], [-0.7, 0.4, -0.6], [-0.6, 0.0, 0.0], [-0.5, 0.3, 0.3], [0.1, 0.0, -0.1], [-0.2, -0.2, -0.1], [0.2, -0.4, -0.6], [-0.4, 0.1, -0.1], [0.0, 0.0, -0.1], [-0.3, -0.2, 0.8], [0.2, 0.0, -0.4], [-0.5, 0.6, 0.7], [0.0, 0.8, 0.2], [0.4, -1.3, -0.8]],
  "lowdin_charge": [-0.31, -0.70, 0.32, -0.28, -0.16, -0.14, 0.09, 0.10, 0.02, 0.06, 0.11, 0.10, 0.08, 0.06, 0.07, 0.07, -0.01, -0.14, -0.21, -0.03, 0.01, -0.11],
  "homo_ev": -3.2,
  "de_lowest_kj_mol": 75.40,
  "orbital_gap_ev": 6.8960,
  "total_charge": -1
}

{
  "formula": "C4H14NO3",
  "method": "the ωB97M-V functional and the def2-TZVPD basis",
  "symbols": ["C", "C", "C", "N", "C", "O", "H", "H", "H", "H", "H", "H", "H", "H", "H", "H", "H", "H", "O", "H", "H", "O"],
  "coordinates": [[0.485168, 1.756303, -1.367766], [-0.520648, 1.125735, -0.419663], [-1.613115, 0.291422, -1.028730], [0.278200, 0.333978, 0.573766], [1.151595, -0.777369, 0.117438], [0.514201, -1.781556, -0.517520], [0.872874, 1.114405, -2.242157], [0.076475, 2.686948, -1.943555], [1.401701, 1.835121, -0.903152], [-1.026854, 1.894153, 0.372778], [-1.041297, -0.599392, -1.279732], [-2.373151, -0.213205, -0.384232], [-2.187659, 0.867644, -1.744082], [-0.359226, -0.182941, 1.249253], [2.015073, -0.548172, -0.752456], [1.770293, -1.198388, 0.917790], [0.488550, 0.850558, 2.628499], [2.028149, 0.839380, 2.832698], [1.233638, 0.628007, 3.298692], [-0.771137, -2.171763, 0.063538], [-0.970581, -3.741767, 0.158435], [-1.452250, -3.009101, 0.370159]],
  "forces_ev_per_angstrom": [[-2.0, 0.2, -3.8], [-0.6, 0.5, 3.7], [-0.4, -0.9, 0.4], [0.1, -0.9, 1.3], [1.9, -0.8, -3.5], [-1.3, -0.1, 0.1], [-1.4, 0.1, 1.1], [0.9, -1.3, 1.5], [1.8, 1.3, 1.5], [1.2, -0.8, -2.3], [-0.2, -0.1, -1.6], [0.6, 1.0, 0.4], [0.1, -0.3, -0.8], [0.6, 0.9, -1.3], [-1.5, 1.1, 2.2], [-0.2, 0.7, 0.9], [2.2, -0.6, 1.2], [0.6, 0.1, -0.7], [-2.5, 0.5, -0.3], [-0.1, -2.4, 0.2], [2.2, -2.8, -0.9], [-2.0, 4.5, 0.8]],
  "lowdin_charge": [-0.10, -0.46, -0.10, -0.09, -0.47, -0.32, 0.10, 0.10, 0.02, 0.15, 0.06, 0.09, 0.06, 0.12, 0.12, 0.08, 0.05, 0.00, -0.12, 0.02, -0.09, -0.21],
  "homo_ev": -3.4,
  "de_lowest_kj_mol": 264.45,
  "orbital_gap_ev": 7.2415,
  "total_charge": -1
}